Here is a cluster of 2 separate species, C10H16N3 in total in a non-equilibrium geometry from OMol25. Energies are from ωB97M-V with the def2-TZVPD basis set.

Output
Energy relative to the best compared isomer or geometry (same formula, charge and spin) = 157.8 kJ/mol
Net charge = +1
DFT total energy = -15092.029 eV
Multiplicity = 1
Maximum force = 0.084 hartree/bohr
Frontier orbital gap = 0.38525 hartree

Structure (XYZ):
```
29
Properties=species:S:1:pos:R:3:forces:R:3
C 3.70563 -1.09984 -0.20237 -2.361 -1.379 0.457
C -0.71119 1.13919 0.08382 -0.178 -2.644 -0.473
C 0.42623 0.40603 -0.02688 -1.365 0.272 0.499
C -1.13143 -1.07897 0.18116 -0.799 -1.145 -0.068
C -2.45984 2.94928 0.01672 -0.329 -0.109 -1.922
C -3.21849 -2.63795 0.71449 -2.582 -0.535 -0.274
C 5.75788 -0.04275 -0.79648 2.224 -1.721 -0.010
C -0.98050 2.57398 0.11323 -0.765 2.074 3.737
C -1.90363 -2.31656 0.06142 0.773 -3.473 -2.277
C 4.56944 -0.00323 -0.29242 -1.816 1.706 1.318
N 2.81916 -1.82668 -0.02617 1.114 0.478 -0.377
N -1.70703 0.10007 0.17853 1.736 1.794 0.118
N 0.17138 -0.94840 0.07796 0.694 -0.185 -0.530
H -2.51676 4.02018 0.16315 -0.216 0.168 0.169
H -3.08655 2.46240 0.76396 -0.008 -0.017 -0.100
H -2.85823 2.77677 -1.03693 0.301 -0.047 1.369
H -4.14732 -2.10148 0.45337 0.771 1.028 0.054
H -3.09129 -2.58590 1.80169 -0.343 -0.469 -0.206
H -3.68333 -3.62988 0.32842 1.736 1.006 1.057
H 6.33064 0.86235 -0.62662 0.581 -0.401 -0.745
H 6.13429 -1.08627 -1.07266 -0.005 2.059 -0.102
H 1.36638 0.80030 0.02547 2.342 0.624 -0.285
H -0.73450 2.98154 1.22994 -0.027 -1.047 -2.427
H -0.43409 3.24638 -0.54154 0.445 -0.648 -0.272
H -1.91215 -2.59564 -1.06659 -0.290 0.869 1.503
H -1.31847 -3.19620 0.40164 0.471 0.813 0.017
H 4.16301 0.91495 0.19778 0.349 -0.758 -0.584
H -2.61785 0.15191 0.53466 -1.618 0.621 0.052
H 0.90427 -1.70518 -0.04485 -0.834 1.067 0.304
```
Positions in Å, forces in eV/Å.